Arrangement a

C25H26N4O4 | ωB97M-V with the def2-TZVPD basis set

```
59
Properties=species:S:1:pos:R:3
O 0.01 -0.82 1.78
C 0.65 -0.41 2.74
N 1.94 -0.02 2.65
C 2.59 0.02 1.36
C 1.81 0.96 0.43
O 1.44 2.05 0.81
N 1.57 0.50 -0.82
C 1.99 -0.76 -1.32
C 1.32 -1.92 -0.95
C 1.70 -3.14 -1.49
C 2.74 -3.20 -2.40
C 3.41 -2.04 -2.76
C 3.05 -0.83 -2.22
C 0.95 1.44 -1.76
C -0.43 1.97 -1.32
O -0.85 2.99 -1.82
N -1.13 1.18 -0.49
C -2.43 1.59 0.00
C -2.40 1.88 1.51
C -3.03 0.65 2.16
C -4.14 0.29 1.18
C -3.46 0.45 -0.18
C 0.75 0.81 -3.12
C -0.17 -0.21 -3.31
C -0.31 -0.76 -4.57
C 0.47 -0.26 -5.60
N 1.34 0.72 -5.43
C 1.46 1.25 -4.23
C 0.10 -0.35 4.10
C -1.05 -0.88 4.63
C -1.06 -0.52 5.99
C 0.07 0.19 6.20
O 0.79 0.30 5.07
H 2.34 0.48 3.42
H 3.60 0.43 1.49
H 2.65 -0.99 0.95
H 0.51 -1.86 -0.24
H 1.17 -4.04 -1.21
H 3.03 -4.15 -2.83
H 4.23 -2.09 -3.47
H 3.57 0.08 -2.50
H 1.60 2.32 -1.86
H -0.68 0.43 0.02
H -2.70 2.48 -0.57
H -1.38 2.07 1.85
H -2.99 2.77 1.73
H -3.39 0.85 3.16
H -2.30 -0.15 2.19
H -4.53 -0.71 1.33
H -4.96 1.00 1.27
H -4.17 0.67 -0.98
H -2.94 -0.47 -0.44
H -0.77 -0.57 -2.49
H -1.02 -1.55 -4.75
H 0.41 -0.66 -6.60
H 2.18 2.06 -4.15
H -1.78 -1.46 4.10
H -1.82 -0.77 6.71
H 0.47 0.66 7.08
```

Results
* lowest unoccupied orbital energy: 0.48 eV
* highest occupied orbital energy: -8.9875 eV
* SMILES: O=C(NCC(=O)N(c1ccccc1)[C@H](C(=O)NC1CCCC1)c1cccnc1)c1ccco1

Arrangement b

C25H26N4O4 | ωB97M-V with the def2-TZVPD basis set

```
59
Properties=species:S:1:pos:R:3
H -0.08 5.62 0.37
N 0.25 4.80 0.88
C 0.80 3.92 0.14
N 1.02 3.99 -1.20
C 1.32 2.69 0.79
C 0.63 2.13 1.86
C 1.10 0.97 2.45
C 2.24 0.36 1.97
C 2.94 0.91 0.90
C 4.18 0.25 0.37
C 3.89 -1.01 -0.48
C 3.49 -2.16 0.42
O 2.40 -2.69 0.47
O 4.52 -2.53 1.18
C 4.32 -3.58 2.11
C 2.87 -0.75 -1.61
C 2.94 -1.86 -2.66
N 1.52 -0.65 -1.10
C 0.65 0.30 -1.47
O 0.96 1.26 -2.17
C -0.75 0.09 -1.00
C -1.58 1.20 -0.83
C -2.90 1.04 -0.47
C -3.45 -0.23 -0.31
C -4.87 -0.42 -0.01
C -5.58 0.46 0.80
C -6.92 0.27 1.04
N -7.61 -0.76 0.50
O -8.83 -0.91 0.72
C -6.93 -1.63 -0.29
C -5.59 -1.48 -0.55
C -2.61 -1.34 -0.47
C -1.28 -1.18 -0.80
C 2.47 2.08 0.32
H 0.55 4.73 -1.71
H 1.15 3.13 -1.72
H -0.25 2.63 2.23
H 0.56 0.54 3.28
H 2.61 -0.54 2.45
H 4.84 -0.04 1.19
H 4.72 0.96 -0.27
H 4.84 -1.31 -0.94
H 3.26 -3.69 2.34
H 4.69 -4.52 1.68
H 4.88 -3.34 3.00
H 3.10 0.22 -2.08
H 3.93 -1.90 -3.11
H 2.22 -1.66 -3.45
H 2.72 -2.82 -2.21
H 1.24 -1.40 -0.49
H -1.17 2.18 -0.99
H -3.53 1.91 -0.36
H -5.09 1.30 1.27
H -7.50 0.92 1.68
H -7.52 -2.43 -0.70
H -5.11 -2.19 -1.21
H -3.01 -2.33 -0.33
H -0.67 -2.06 -0.94
H 3.02 2.52 -0.49
```

Results
* lowest unoccupied orbital energy: -0.07 eV
* highest occupied orbital energy: -8.1237 eV
* SMILES: [H]/N=C(\N)c1cccc(C[C@@H](C(=O)OC)[C@@H](C)NC(=O)c2ccc(-c3cc[n+]([O-])cc3)cc2)c1

Which structure is most stable, and how do the rest compare? From most to least stable: arrangement a, arrangement b.

Arrangement a

C6H16N2O | ωB97M-V with the def2-TZVPD basis set

```
25
Properties=species:S:1:pos:R:3
C -0.29 0.32 0.21
C -0.11 -0.69 -0.81
C 2.24 -0.60 0.61
C 1.94 1.04 -1.16
C -0.63 -0.13 1.61
C -0.85 1.67 -0.15
N 1.30 0.07 -0.28
N -2.84 -1.62 0.05
O -2.24 -0.78 -0.95
H -3.79 -1.27 0.18
H -2.98 -2.54 -0.37
H -0.20 -0.45 -1.86
H -0.06 -1.73 -0.52
H 2.65 0.10 1.34
H 1.76 -1.42 1.14
H 3.07 -1.02 0.02
H 1.22 1.45 -1.86
H 2.37 1.86 -0.58
H 2.73 0.55 -1.74
H -0.57 0.70 2.31
H -1.64 -0.55 1.55
H 0.00 -0.94 1.98
H -1.92 1.61 0.04
H -0.74 1.91 -1.21
H -0.40 2.46 0.46
```

Results
* lowest unoccupied orbital energy: 0.57 eV
* highest occupied orbital energy: -5.9999 eV

Arrangement b

C6H16N2O | ωB97M-V with the def2-TZVPD basis set

```
25
Properties=species:S:1:pos:R:3
C -0.66 -1.07 -1.93
C 0.21 -0.13 -1.14
C 1.49 -0.38 -0.96
N 2.14 -1.53 -1.35
C -0.40 1.14 -0.61
C -1.00 0.92 0.80
C -1.82 2.15 1.19
N 0.08 0.71 1.78
H -1.66 -1.29 -1.55
H -0.75 -0.72 -2.93
H -0.23 -2.04 -1.95
H 2.16 0.33 -0.49
H 3.13 -1.65 -1.22
H 1.61 -2.35 -1.57
H -1.28 1.40 -1.21
H 0.37 1.90 -0.57
H -1.61 0.06 0.75
H -2.31 2.01 2.16
H -1.25 3.08 1.22
H -2.65 2.31 0.48
H -0.33 0.72 2.70
H 0.73 1.46 1.65
O 1.23 -2.70 1.70
H 0.90 -1.85 2.01
H 1.89 -2.48 1.04
```

Results
* lowest unoccupied orbital energy: 0.91 eV
* highest occupied orbital energy: -7.6433 eV
* SMILES: C/C(=C\N)C[C@H](C)N.O

Which structure is most stable, and how do the rest compare? From most to least stable: arrangement b, arrangement a.

Arrangement a

C6H16N2O | ωB97M-V with the def2-TZVPD basis set

```
25
Properties=species:S:1:pos:R:3
C 1.62 -0.08 0.01
C -1.06 -0.08 0.06
C -0.05 0.83 0.51
C 1.71 -1.57 0.24
C -1.28 -0.23 -1.43
C -2.31 1.43 0.80
N 1.87 0.22 -1.37
N -1.35 -1.20 0.79
O 2.57 0.51 0.91
H 2.50 1.47 0.86
H 1.81 1.22 -1.56
H 2.80 -0.08 -1.66
H -1.14 -1.19 1.78
H -1.46 -2.09 0.33
H 0.08 1.72 -0.08
H 0.12 0.90 1.57
H 1.11 -2.12 -0.48
H 1.43 -1.83 1.26
H 2.75 -1.90 0.12
H -1.56 0.73 -1.86
H -0.36 -0.56 -1.90
H -2.07 -0.95 -1.64
H -2.39 1.27 1.87
H -2.13 2.48 0.55
H -3.23 1.12 0.30
```

Results
* lowest unoccupied orbital energy: 0.78 eV
* highest occupied orbital energy: -6.8391 eV

Arrangement b

C6H16N2O | ωB97M-V with the def2-TZVPD basis set

```
25
Properties=species:S:1:pos:R:3
C -1.33 -0.82 1.96
C -1.43 -1.51 0.62
O -0.93 0.85 2.47
H -1.29 0.97 3.36
H -2.33 -0.64 2.34
H -0.77 -1.38 2.70
H -0.55 -2.11 0.42
H -1.65 -0.80 -0.18
H -2.27 -2.21 0.66
C 1.42 -1.12 -1.82
C 0.11 2.01 -0.12
N 0.67 0.08 -1.52
C 0.72 0.65 -0.26
N 0.39 0.86 -2.67
C 1.21 -0.01 0.82
H 1.04 1.65 -2.73
H -0.55 1.24 -2.61
H 2.50 -0.97 -1.67
H 1.24 -1.36 -2.86
H 1.08 -1.95 -1.21
H -0.90 2.03 -0.52
H 0.02 2.25 0.95
H 0.70 2.77 -0.63
H 1.70 -0.97 0.73
H 1.17 0.47 1.79
```

Results
* lowest unoccupied orbital energy: 0.83 eV
* highest occupied orbital energy: -7.4730 eV

Which structure is most stable, and how do the rest compare? From most to least stable: arrangement a, arrangement b.

Arrangement a

C2H5NO4 | ωB97M-V with the def2-TZVPD basis set

```
12
Properties=species:S:1:pos:R:3
O 0.64 -1.76 0.26
C 1.21 -0.91 -0.36
N 0.60 0.11 -1.08
C -0.78 0.25 -1.40
O -1.15 1.09 -2.15
O -1.62 -0.55 -0.71
H 2.30 -0.76 -0.43
H 1.06 0.98 -1.28
H -1.13 -1.36 -0.49
O -0.03 0.95 2.36
H -0.83 0.43 2.20
H -0.28 1.54 3.08
```

Results
* lowest unoccupied orbital energy: 0.54 eV
* highest occupied orbital energy: -11.0699 eV
* SMILES: O=CNC(=O)O.O

Arrangement b

C2H5NO4 | ωB97M-V with the def2-TZVPD basis set

```
12
Properties=species:S:1:pos:R:3
O 2.88 -1.41 -0.65
C 2.99 -0.99 0.47
N 1.94 -0.60 1.27
C 0.56 -0.51 0.85
O -0.31 -0.91 1.54
O 0.53 -0.18 -0.44
H 3.94 -0.83 1.01
H 2.07 -0.76 2.26
H 1.06 -0.83 -0.94
O -5.15 1.94 -1.65
H -5.65 2.68 -1.27
H -4.86 2.39 -2.45
```

Results
* lowest unoccupied orbital energy: 0.65 eV
* highest occupied orbital energy: -11.0387 eV
* SMILES: O=CNC(=O)O.O

Arrangement c

C2H5NO4 | ωB97M-V with the def2-TZVPD basis set

```
12
Properties=species:S:1:pos:R:3
O 0.79 1.67 0.94
C -0.23 1.08 1.09
N -0.43 -0.28 1.01
C 0.49 -1.13 0.20
O 0.18 -2.26 -0.09
O 1.59 -0.47 -0.10
H -1.22 1.54 1.25
H -1.13 -0.84 1.46
H 1.54 0.59 0.02
O -0.62 0.13 -1.54
H -1.07 -0.41 -2.06
H 0.13 0.37 -2.19
```

Results
* lowest unoccupied orbital energy: 0.51 eV
* highest occupied orbital energy: -10.7324 eV
* SMILES: O=CNC(=O)O.O

Which structure is most stable, and how do the rest compare? From most to least stable: arrangement a, arrangement b, arrangement c.

Arrangement a

C2H5O2P | ωB97M-V with the def2-TZVPD basis set

```
10
Properties=species:S:1:pos:R:3
O 1.61 -0.77 0.03
C 0.24 -0.37 0.15
C 0.11 1.18 -0.11
O -0.98 1.48 0.78
P -1.18 0.16 1.74
H 1.73 -1.55 0.53
H -0.30 -1.05 -0.44
H 1.03 1.54 0.18
H -0.21 1.61 -1.20
H -2.26 -0.63 0.96
```

Results
* lowest unoccupied orbital energy: 0.25 eV
* highest occupied orbital energy: -8.9040 eV
* SMILES: O[C@@H]1COP1

Arrangement b

C2H5O2P | ωB97M-V with the def2-TZVPD basis set

```
10
Properties=species:S:1:pos:R:3
C -0.73 1.07 -1.00
O -0.33 -0.26 -0.46
C 0.96 -0.30 0.13
O 1.58 0.70 0.33
P 1.58 -1.98 0.44
H -1.51 1.65 -0.47
H -1.15 0.94 -2.05
H 0.11 1.64 -1.25
H 1.85 -1.54 1.69
H 2.84 -1.64 -0.08
```

Results
* lowest unoccupied orbital energy: 0.92 eV
* highest occupied orbital energy: -9.8605 eV
* SMILES: COC(=O)P

Which structure is most stable, and how do the rest compare? From most to least stable: arrangement b, arrangement a.